i:
Density functional theory data (the ωB97M-V functional and the def2-TZVPD basis) for a cluster of 2 separate species, C2H5N3O in total.

Structure (ORCA input):
```
! wB97M-V def2-TZVPD RIJCOSX def2/J DEFGRID3
* xyz 0 1
H 1.93107 1.36742 -0.43831
H -0.82138 1.22756 -0.61428
N 2.50923 2.81684 -3.05693
N 2.65298 1.82935 -0.97883
O 0.00429 0.96977 -0.35991
N 2.39263 2.31619 -2.06348
C -0.78112 -1.03364 0.67430
H 1.19774 -0.72638 0.29861
H -0.88837 -2.10508 0.97492
H -1.81239 -0.77559 0.66025
C 0.16279 -0.29852 0.21751
*
```

The gap between HOMO and LUMO is 10.40 eV. The HOMO energy is -9.68 eV. The calculation puts the LUMO energy at 0.72 eV.

These are the Mulliken partial charges, in e, on atoms 1 to 4: 0.36, 0.28, -0.36, -0.68

ii:
Density functional theory data (the ωB97M-V functional and the def2-TZVPD basis) for the molecule C2H5N3O.

Structure (ORCA input):
```
! wB97M-V def2-TZVPD RIJCOSX def2/J DEFGRID3
* xyz 0 1
H 0.63566 1.93955 -0.41272
N 1.51650 -0.91244 0.62904
H 1.96289 1.51322 0.61983
C -1.62695 -0.24099 -0.24750
N 1.04694 1.30820 0.25377
O -1.00087 -1.47915 -0.56089
C 0.80254 -0.02760 0.09213
N -0.32362 -0.25684 -0.76550
H -1.77847 -0.08999 0.81865
H -2.41528 0.10570 -0.91145
H 1.18067 -1.85966 0.48464
*
```

The gap between HOMO and LUMO is 10.46 eV. The structure (SMILES) is [H]/N=C(/N)N1CO1. The HOMO energy is -9.50 eV. The calculation puts the LUMO energy at 0.96 eV.

These are the Mulliken partial charges, in e, on atoms 1 to 4: 0.23, -0.70, 0.26, -0.06

Which is most stable, and by how much? ii, by 97.1 kJ/mol.